# 1
26
Properties=species:S:1:pos:R:3:forces:R:3 method="wB97M-V/def2-TZVPD" smiles="C/C=N/N=C/C.CC1=COCO1" orbital_gap_ev=8.9 homo_energy_ha=-0.29248
C 0.178666 -0.083458 1.855553 0.24 0.53 0.41
C -0.913002 -0.324014 0.890101 0.00 -0.05 0.07
C -4.015555 0.221014 -0.182484 0.22 0.04 -0.70
C -5.045665 -0.483368 -1.087439 0.59 0.17 0.69
C 2.539571 2.030238 -0.670368 0.05 0.33 0.25
C 2.895558 0.597725 -0.477651 0.18 0.54 -0.08
C 3.888991 0.011885 0.157412 0.31 -0.03 0.63
C 2.554466 -1.608272 -0.561789 -0.55 -0.25 -0.40
H 0.190102 -0.895511 2.611989 0.17 0.36 -0.44
H 1.161133 -0.035001 1.332420 -0.66 -0.03 0.55
H -0.049034 0.865197 2.369812 0.39 -0.36 -0.05
H -0.754076 -1.103277 0.135525 -0.24 0.15 0.10
H -4.272985 1.181073 0.292820 -0.13 -0.48 0.20
H -5.967269 0.086906 -1.108777 -0.11 0.11 -0.09
H -4.693743 -0.645637 -2.109259 0.14 0.18 0.17
H -5.279089 -1.474263 -0.673835 0.12 0.26 -0.02
H 2.299027 2.537296 0.282077 -0.07 -0.38 -0.37
H 3.380704 2.586751 -1.091638 -0.14 -0.09 -0.14
H 1.679283 2.101919 -1.338033 0.13 0.07 0.06
H 4.732544 0.399722 0.712607 -0.24 -0.03 -0.15
H 2.716694 -2.321557 -1.395791 -0.15 0.40 0.42
H 1.782777 -1.977498 0.138201 0.30 -0.13 -0.11
N -2.022343 0.310154 0.937591 0.46 -0.41 -0.80
N -2.842947 -0.258024 -0.060458 -1.21 -0.42 -0.03
O 3.764407 -1.367024 0.112293 0.37 -0.20 -0.09
O 2.091793 -0.352971 -1.070877 -0.18 -0.28 -0.08

# 2
30
Properties=species:S:1:pos:R:3:forces:R:3 method="wB97M-V/def2-TZVPD" smiles="C[C@@H](O)[C@H](N)C(=O)N[C@@H](CC(=O)O)C(=O)O" orbital_gap_ev=9.6 homo_energy_ha=-0.34139
C 0.052704 -1.072852 -1.728491 3.09 0.47 -0.45
C 0.748981 -0.680684 -0.373767 1.98 -2.55 -4.24
C -1.118326 -2.036497 -1.509073 2.16 0.88 1.37
C -2.293082 -1.261844 -0.902149 0.93 -0.77 1.90
C 0.674675 0.681871 1.548887 2.88 1.29 -0.30
C -0.221775 -0.144843 2.403424 -1.12 -2.19 -2.61
C 0.554309 2.170675 1.992366 -0.54 -0.93 -0.75
C 1.157889 3.246006 1.118589 0.59 -1.43 1.77
H 1.530230 -0.957241 -3.396312 -0.78 0.87 0.08
H 1.914089 -2.054950 -2.405254 0.78 -1.16 1.51
H -0.238592 -0.231482 -2.309583 -0.97 1.22 0.07
H -0.606300 -2.782878 -0.866543 -1.02 -0.18 0.20
H -0.663145 -2.376143 -3.277459 1.78 -0.01 -1.25
H -1.928005 -0.529705 -0.123745 -0.57 -0.86 -0.96
H -3.042635 -1.915808 -0.421227 0.44 0.19 -0.20
H -2.755173 -0.788728 -1.714648 -0.75 0.97 -1.11
H 0.041876 1.218259 -0.339460 -1.92 1.66 -1.78
H 1.687981 0.231239 1.682554 -0.44 0.67 0.49
H 1.032484 2.315822 2.923023 0.36 -0.17 1.13
H -0.515660 2.242334 2.123885 -0.39 0.92 -0.03
H 0.837387 4.215831 -0.364586 1.88 2.48 -2.41
H -0.366158 -0.703721 4.275618 -2.26 -2.54 1.58
N 1.115852 -1.600033 -2.741122 -2.20 0.14 0.30
N 0.474435 0.506328 0.120074 0.28 -0.24 4.08
O 1.692969 -1.405122 -0.045899 -1.46 0.62 1.15
O -1.401063 -2.539685 -2.732993 -3.01 -1.40 -0.65
O -1.003643 -0.887144 1.893297 -1.50 -0.73 -0.76
O 2.277237 3.623794 1.332862 0.02 0.42 -0.71
O 0.340460 3.701997 0.194043 -2.31 -1.83 1.09
O 0.019999 -0.184796 3.643687 4.07 4.21 1.49

# 3
26
Properties=species:S:1:pos:R:3:forces:R:3 method="wB97M-V/def2-TZVPD" orbital_gap_ev="7.3 / 7.3" homo_energy_ha="-0.27059 / -0.27050"
C -1.161468 2.943994 -0.212146 0.41 -0.22 -1.38
C -1.754444 1.971993 0.485554 -1.48 1.31 -0.01
C -2.749857 1.026040 0.006258 0.92 -2.19 2.18
C 2.517287 -0.534651 -0.425620 -0.35 -2.44 -0.75
C 2.078864 -0.923139 1.009691 -1.35 0.23 -0.93
C 1.366088 0.110631 -1.282147 1.77 -2.46 0.06
C 0.558501 -1.331678 1.142850 0.68 1.79 0.19
C 0.044999 -0.572412 -1.000049 -1.49 -1.34 -0.99
N -0.314161 -0.387853 0.377312 1.85 -0.51 0.76
N -1.618477 -0.530872 0.749594 -2.52 1.35 -1.13
O -3.870955 0.734056 -0.190688 1.52 1.00 -0.41
S -2.467947 -1.816036 -0.077609 -0.42 -0.69 0.18
H -0.329184 3.479473 0.200062 0.05 0.33 0.61
H -1.267107 3.199006 -1.312258 -0.36 -0.87 1.45
H -1.706139 1.805229 1.591163 0.65 0.17 -1.18
H 3.367043 0.091017 -0.388422 0.73 1.27 0.22
H 3.057736 -1.459749 -0.931935 -1.75 1.37 0.68
H 2.692251 -1.766027 1.209393 0.42 -0.77 0.95
H 2.284127 -0.117897 1.714348 -0.01 -0.02 0.00
H 1.399884 1.127335 -0.913444 -0.54 0.56 -0.94
H 1.664528 -0.187512 -2.320761 -0.40 1.42 0.51
H 0.356771 -2.347000 0.860900 0.02 -0.76 -0.65
H 0.228285 -1.271690 2.160843 0.08 0.19 0.72
H -0.829404 -0.183606 -1.629857 1.33 -0.50 0.55
H 0.105717 -1.762044 -1.129643 0.02 2.29 -0.58
H -3.652943 -1.296611 0.306611 0.22 -0.50 -0.12

# 4
25
Properties=species:S:1:pos:R:3:forces:R:3 method="wB97M-V/def2-TZVPD" total_charge=+1 orbital_gap_ev=10.5 homo_energy_ha=-0.47624
C 0.909794 1.149620 0.195699 0.36 -1.28 -0.04
C 2.120512 0.583944 -0.074836 0.36 -0.61 0.12
C 0.665070 -0.962505 0.532891 0.90 -0.24 -0.65
C -4.658036 0.292802 -0.353129 -1.58 0.56 1.14
C -3.514392 -0.282120 -1.210525 0.88 3.46 -1.43
C -3.239706 0.449470 0.013203 -1.44 0.05 0.22
C 3.527733 1.034915 -0.261225 1.24 -1.25 -0.90
C 2.993654 -1.686867 0.160352 2.02 -1.07 2.23
N 1.956298 -0.779888 0.093632 -4.50 2.13 0.92
N -0.001107 0.175142 0.612592 2.80 0.43 -1.16
N -2.460690 0.687359 0.970079 0.07 0.59 -0.01
H 0.587599 2.087086 -0.095467 -0.51 1.89 0.16
H -5.379556 1.191519 -0.635333 1.88 -2.16 0.28
H -5.118357 -0.472256 0.355992 0.26 1.14 -1.16
H -3.217889 -1.267212 -1.107412 0.07 -2.11 -0.50
H 0.249994 -1.935158 0.636169 -0.22 -0.51 0.45
H 4.060062 1.077982 0.707410 -0.25 -0.22 -0.39
H 4.136305 0.365298 -0.991141 -1.18 0.89 1.39
H 3.638739 1.986795 -0.694571 -0.28 1.39 -0.41
H 2.647255 -2.641249 0.573643 0.30 0.22 -0.33
H 3.558596 -1.766438 -0.722102 0.18 -0.53 -1.53
H 3.732902 -1.212235 0.838448 -0.25 -0.83 0.13
H -3.212811 0.310148 -2.150047 -0.68 -1.30 1.33
H -2.934033 1.156992 1.730263 -0.08 0.09 0.31
H -1.047936 0.456852 0.875409 -0.34 -0.71 -0.18

The calculation returns the following maximum force values, one per record and in order: 0.025 0.118 0.063 0.098 hartree/bohr.
The calculation returns the following ΔE to the lowest compared entry with this formula, charge and spin values, one per record and in order: 258.4 257.4 543.2 285.9 kJ/mol.